Formula: C3H7NO
Source: OMol25
Level of theory: ωB97M-V with the def2-TZVPD basis set

The geometry in XYZ format:
```
12
Properties=species:S:1:pos:R:3:forces:R:3
C 25.155840 2.126170 -6.006900 0.3400 -0.0081 -1.2063
N 23.938470 1.862950 -6.796600 -0.1544 -0.7593 0.1968
C 23.337580 0.601740 -6.442810 -0.3729 -0.2644 1.5376
C 23.682720 2.447130 -8.001750 -0.7981 -1.4179 -1.4932
O 23.044090 1.925100 -8.957580 1.6207 1.7637 2.9531
H 25.585650 3.037160 -6.423390 0.2485 -0.0076 0.4404
H 25.848760 1.294980 -6.137650 0.2881 -0.0763 -0.8562
H 25.175150 2.098090 -4.917430 -1.3898 0.7557 0.1307
H 22.901280 0.784140 -5.460730 -0.2441 -0.1410 0.2693
H 22.516140 0.194280 -7.032150 0.5595 0.4213 -0.5894
H 24.118480 -0.125510 -6.220540 -0.0113 -0.3626 -0.5516
H 24.126460 3.453930 -7.961190 -0.0862 0.0965 -0.8313
```
Positions in Å, forces in eV/Å.

Summary:
HOMO-LUMO gap	10.20	eV
SMILES	CN(C)C=O


Formula: C3H7NO
Source: OMol25
Level of theory: ωB97M-V with the def2-TZVPD basis set

The geometry in XYZ format:
```
12
Properties=species:S:1:pos:R:3:forces:R:3
C -0.345425 0.343210 1.494562 0.0428 0.3114 -1.4085
C -0.939664 0.166161 0.301905 0.4475 -1.3315 1.1020
N -0.395376 -0.707057 -0.700402 -0.9145 -0.1793 -0.0298
C -0.130018 -1.895461 -0.333586 0.4047 1.3229 0.3888
H 0.665499 -0.063254 1.553719 -0.2262 0.1130 0.4799
H -0.713795 1.004570 2.268193 -0.0399 -0.1730 -0.0779
H -1.939869 0.469960 0.028915 0.0267 0.4747 0.0839
H 0.146383 -2.629565 -1.081635 0.2453 -0.0768 0.1550
H -0.078655 -2.061732 0.755107 -0.4003 -0.7848 -0.3773
O 1.371305 1.762561 -0.766721 0.0463 0.1682 -0.2214
H 1.837514 1.249011 -0.099193 -0.1583 0.0145 -0.0973
H 0.533286 1.298778 -0.911568 0.5261 0.1406 0.0024
```
Positions in Å, forces in eV/Å.

Summary:
HOMO-LUMO gap	10.43	eV
SMILES	C=CN=C.O


Formula: C3H7NO
Source: OMol25
Level of theory: ωB97M-V with the def2-TZVPD basis set

The geometry in XYZ format:
```
12
Properties=species:S:1:pos:R:3:forces:R:3
H 0.955431 1.492724 -1.630656 -0.1810 -0.2490 0.0574
N 0.657095 1.942803 -0.764028 0.4957 0.6805 -0.3706
C -0.003584 1.213048 0.009478 -0.3576 -0.3712 0.0435
C -0.388362 -0.235933 -0.180565 0.4824 -0.2016 -0.2673
C 0.682382 -1.119807 0.463451 -0.4224 0.1208 -0.1586
O -1.620649 -0.539466 0.441362 -0.1357 0.0229 0.1631
H -0.336806 1.656981 0.944317 -0.1022 -0.0003 0.2590
H -0.443134 -0.461162 -1.261087 0.0641 0.1217 0.2061
H 1.647755 -0.947814 -0.005058 0.0649 0.0087 -0.0283
H 0.749814 -0.892383 1.523981 0.0509 0.0173 0.1227
H 0.402482 -2.163369 0.349181 0.0136 -0.1088 0.0025
H -2.302425 0.054379 0.109625 0.0273 -0.0410 -0.0295
```
Positions in Å, forces in eV/Å.

Summary:
HOMO-LUMO gap	10.71	eV
SMILES	[H]/N=C\[C@@H](C)O


Formula: C3H7NO
Source: OMol25
Level of theory: ωB97M-V with the def2-TZVPD basis set

The geometry in XYZ format:
```
12
Properties=species:S:1:pos:R:3:forces:R:3
C 1.558303 0.488008 -1.053461 -0.2141 -1.0496 1.7030
C 1.626695 -0.597449 -0.212004 1.8488 0.1803 -2.3684
N 2.568756 -0.735561 0.799358 2.4396 -1.2034 2.0843
H 2.198437 1.385414 -0.963529 -0.5227 -0.6751 0.2443
H 0.753443 0.500746 -1.764951 -0.0787 0.0820 -0.3422
H 1.263464 -1.587275 -0.520124 -0.7835 0.6599 0.0221
H 2.582414 -0.037497 1.547718 0.3022 -0.5255 -0.7709
H 3.338665 -1.540840 0.901013 -2.9960 2.5334 -0.5638
C -3.965524 0.545956 0.377096 -0.8585 -1.2296 -1.5294
O -3.315888 0.327498 -0.614728 0.3405 0.4017 0.4211
H -3.765521 1.438004 0.999415 -0.2487 -0.3718 0.2584
H -4.843245 -0.187005 0.504197 0.7710 1.1977 0.8415
```
Positions in Å, forces in eV/Å.

Summary:
HOMO-LUMO gap	9.08	eV
SMILES	C=CN.C=O